{"formula": "C34H28BrO6PS4Ti", "method": "wB97M-V/def2-TZVPD", "species": ["Ti", "S", "S", "S", "S", "C", "O", "C", "C", "C", "C", "C", "C", "O", "C", "O", "C", "H", "H", "H", "H", "H", "H", "H", "H", "H", "O", "P", "C", "C", "C", "C", "C", "C", "C", "C", "C", "C", "C", "C", "C", "C", "C", "C", "C", "C", "H", "H", "H", "H", "H", "H", "H", "H", "H", "H", "H", "H", "H", "H", "H", "Br", "C", "C", "C", "C", "C", "C", "C", "O", "O", "H", "H", "H", "H"], "positions_angstrom": [[-1.40, 1.33, 0.72], [-1.54, 2.71, 2.89], [-3.54, 3.22, 3.00], [-4.53, 1.52, 2.43], [-4.03, 1.30, 0.44], [4.68, 2.45, 3.31], [4.20, 1.35, 4.08], [3.01, 0.82, 3.69], [2.47, -0.17, 4.56], [1.25, -0.70, 4.28], [0.49, -0.30, 3.15], [-0.86, -0.75, 2.94], [-1.43, -1.91, 3.74], [-1.65, -0.24, 2.13], [1.07, 0.65, 2.25], [0.50, 1.02, 1.16], [2.34, 1.20, 2.56], [5.58, 2.79, 3.82], [3.94, 3.25, 3.28], [4.92, 2.15, 2.29], [3.03, -0.44, 5.44], [0.82, -1.41, 4.97], [-0.68, -2.55, 4.19], [-2.06, -2.49, 3.06], [-2.07, -1.49, 4.51], [2.70, 1.96, 1.88], [-1.22, -0.24, -0.63], [-1.20, -1.37, -1.58], [0.46, -2.06, -1.72], [0.87, -2.87, -2.78], [2.16, -3.37, -2.80], [3.05, -3.07, -1.77], [2.64, -2.25, -0.73], [1.35, -1.74, -0.70], [-2.29, -2.68, -0.96], [-2.11, -4.03, -1.24], [-2.98, -4.97, -0.70], [-4.02, -4.56, 0.12], [-4.19, -3.21, 0.41], [-3.32, -2.26, -0.12], [-1.73, -0.90, -3.23], [-1.48, 0.41, -3.62], [-1.85, 0.82, -4.90], [-2.45, -0.08, -5.77], [-2.70, -1.39, -5.38], [-2.34, -1.80, -4.10], [0.19, -3.08, -3.60], [2.48, -3.99, -3.63], [4.06, -3.45, -1.80], [3.34, -1.97, 0.05], [1.04, -1.06, 0.08], [-1.28, -4.36, -1.86], [-2.84, -6.02, -0.92], [-4.69, -5.29, 0.55], [-4.99, -2.88, 1.07], [-3.45, -1.21, 0.12], [-0.98, 1.12, -2.94], [-1.66, 1.84, -5.20], [-2.74, 0.25, -6.76], [-3.18, -2.08, -6.06], [-2.56, -2.82, -3.78], [1.73, 6.23, 2.73], [1.90, 5.32, 1.03], [3.14, 5.45, 0.37], [3.26, 4.76, -0.86], [2.22, 4.02, -1.37], [0.97, 3.90, -0.68], [0.84, 4.60, 0.57], [-0.04, 3.01, -1.18], [0.13, 2.35, -2.24], [-1.16, 2.87, -0.47], [3.94, 6.04, 0.79], [4.19, 4.82, -1.41], [2.33, 3.49, -2.31], [-0.07, 4.49, 1.14]], "energy_ha": -7121.729992, "lumo_energy_ev": [3.82, 3.82], "largest_force_ev_per_a": 2.3, "charge": -2, "e_homo_ev": [1.4, -1.3], "spin_multiplicity": 3}

***

{"formula": "C34H28CdCl2N6O2S2", "method": "wB97M-V/def2-TZVPD", "species": ["Cd", "C", "N", "C", "C", "N", "C", "C", "C", "C", "C", "C", "C", "S", "C", "C", "C", "C", "C", "C", "S", "H", "H", "H", "H", "H", "H", "H", "H", "H", "H", "H", "H", "H", "H", "H", "H", "H", "H", "Cl", "C", "C", "C", "N", "C", "O", "C", "C", "C", "C", "C", "N", "C", "C", "C", "Cl", "N", "C", "O", "C", "C", "C", "C", "C", "N", "H", "H", "H", "H", "H", "H", "H", "H", "H", "H"], "positions_angstrom": [[-0.22, -0.92, -0.13], [-0.55, 1.18, 2.52], [-1.06, 1.58, 1.22], [-0.24, 2.59, 0.57], [-0.68, 2.78, -0.89], [-0.42, 1.60, -1.70], [0.94, 1.60, -2.23], [-1.33, 1.40, -2.78], [-1.95, 2.46, -3.43], [-2.76, 2.26, -4.54], [-2.96, 0.98, -5.01], [-2.38, -0.09, -4.36], [-1.56, 0.09, -3.24], [-0.82, -1.33, -2.58], [-2.46, 1.83, 1.23], [-3.01, 3.09, 1.44], [-4.38, 3.31, 1.40], [-5.23, 2.24, 1.13], [-4.70, 0.98, 0.93], [-3.33, 0.74, 0.99], [-2.77, -0.89, 0.82], [-0.41, 2.04, 3.19], [0.40, 0.66, 2.40], [-1.26, 0.50, 2.98], [0.79, 2.25, 0.62], [-0.29, 3.58, 1.08], [-0.16, 3.67, -1.29], [-1.76, 2.97, -0.90], [1.12, 2.48, -2.87], [1.09, 0.70, -2.82], [1.67, 1.61, -1.42], [-1.78, 3.47, -3.09], [-3.20, 3.12, -5.04], [-3.57, 0.81, -5.89], [-2.52, -1.10, -4.72], [-2.35, 3.93, 1.64], [-4.78, 4.30, 1.57], [-6.30, 2.40, 1.07], [-5.35, 0.15, 0.72], [2.78, -4.35, -4.83], [2.65, -3.20, -3.54], [1.94, -3.53, -2.40], [1.83, -2.63, -1.35], [1.09, -2.85, -0.21], [1.03, -4.02, 0.39], [1.61, -5.08, 0.10], [0.20, -3.98, 1.65], [0.15, -5.13, 2.45], [-0.58, -5.11, 3.62], [-1.26, -3.95, 3.95], [-1.16, -2.87, 3.09], [-0.44, -2.87, 1.99], [2.48, -1.37, -1.44], [3.19, -1.06, -2.59], [3.28, -1.97, -3.63], [4.18, -1.55, -5.05], [2.38, -0.53, -0.34], [3.46, 0.09, 0.07], [4.60, 0.13, -0.44], [3.36, 0.73, 1.44], [4.16, 0.18, 2.45], [4.19, 0.79, 3.69], [3.43, 1.94, 3.88], [2.67, 2.40, 2.82], [2.64, 1.82, 1.63], [1.45, -4.49, -2.32], [0.69, -6.00, 2.11], [-0.64, -5.99, 4.25], [-1.85, -3.89, 4.86], [-1.71, -1.95, 3.29], [3.69, -0.11, -2.67], [4.75, -0.70, 2.25], [4.78, 0.38, 4.50], [3.43, 2.46, 4.83], [2.05, 3.28, 2.92]], "energy_ha": -3676.106841, "lumo_energy_ev": 4.40, "largest_force_ev_per_a": 1.0, "charge": -2, "e_homo_ev": -1.7}

***

{"formula": "C34H28Cl2N6O2RuSbSe4", "method": "wB97M-V/def2-TZVPD", "species": ["Ru", "C", "C", "C", "C", "C", "N", "C", "C", "C", "C", "C", "C", "C", "N", "C", "C", "C", "N", "C", "C", "N", "C", "C", "C", "N", "H", "H", "H", "H", "H", "H", "H", "H", "H", "H", "H", "H", "H", "H", "H", "H", "H", "H", "Se", "Sb", "Se", "Se", "Se", "Cl", "C", "C", "C", "C", "C", "Cl", "C", "N", "C", "C", "C", "C", "C", "C", "C", "C", "O", "O", "H", "H", "H", "H", "H", "H", "H", "H", "H", "H"], "positions_angstrom": [[0.38, 0.73, -1.24], [-6.22, -1.46, -2.48], [-4.98, -0.81, -1.97], [-4.98, 0.50, -1.51], [-3.83, 1.11, -1.09], [-2.60, 0.42, -1.08], [-1.47, 1.09, -0.64], [-1.59, 1.86, 0.49], [-2.47, 1.46, 1.52], [-2.65, 2.21, 2.65], [-1.98, 3.42, 2.83], [-2.18, 4.25, 4.06], [-1.08, 3.82, 1.86], [-0.88, 3.06, 0.71], [0.09, 3.51, -0.21], [0.44, 4.79, -0.48], [1.54, 4.75, -1.30], [1.81, 3.39, -1.48], [0.92, 2.66, -0.82], [-2.59, -0.91, -1.54], [-3.77, -1.49, -1.99], [-1.41, -1.68, -1.58], [-1.35, -3.02, -1.76], [-0.04, -3.35, -2.00], [0.66, -2.15, -1.93], [-0.18, -1.16, -1.66], [-7.10, -1.02, -2.02], [-6.22, -2.53, -2.29], [-6.30, -1.32, -3.56], [-5.91, 1.05, -1.51], [-3.85, 2.14, -0.77], [-3.00, 0.53, 1.41], [-3.32, 1.87, 3.42], [-3.15, 4.06, 4.51], [-2.10, 5.31, 3.83], [-1.41, 4.02, 4.80], [-0.51, 4.72, 2.00], [-0.10, 5.63, -0.10], [2.05, 5.58, -1.74], [2.60, 2.93, -2.06], [-3.75, -2.49, -2.39], [-2.20, -3.66, -1.66], [0.36, -4.33, -2.18], [1.71, -1.97, -2.08], [1.15, 4.48, -6.18], [1.15, 1.98, -5.95], [3.56, 1.53, -6.58], [-0.19, 1.11, -7.96], [0.42, 1.20, -3.39], [3.24, -0.99, 5.09], [1.86, -1.45, 4.14], [0.61, -1.04, 4.54], [-0.50, -1.38, 3.79], [-0.33, -2.16, 2.65], [0.93, -2.58, 2.27], [1.04, -3.61, 0.88], [2.08, -2.23, 2.99], [3.33, -2.69, 2.68], [3.83, -2.86, 1.36], [4.23, -4.13, 0.96], [4.72, -4.34, -0.32], [4.84, -3.27, -1.19], [4.48, -2.00, -0.78], [3.98, -1.77, 0.50], [3.58, -0.38, 0.90], [2.33, -0.01, 0.13], [1.22, 0.03, 0.69], [2.44, 0.22, -1.10], [0.50, -0.44, 5.43], [-1.48, -1.05, 4.08], [-1.18, -2.46, 2.06], [4.04, -2.40, 3.35], [4.12, -4.95, 1.65], [5.00, -5.33, -0.63], [5.22, -3.42, -2.18], [4.60, -1.16, -1.46], [4.37, 0.33, 0.62], [3.38, -0.29, 1.97]], "energy_ha": -12652.696965, "lumo_energy_ev": [0.02, -2.36], "largest_force_ev_per_a": 1.9, "e_homo_ev": [-7.3, -7.3], "spin_multiplicity": 6}

***

{"formula": "C34H28Cl5N2O2P2Pd", "method": "wB97M-V/def2-TZVPD", "species": ["Pd", "Cl", "C", "C", "C", "Cl", "C", "Cl", "C", "Cl", "C", "Cl", "O", "P", "C", "P", "O", "C", "C", "C", "C", "C", "C", "C", "C", "C", "C", "C", "C", "C", "C", "C", "C", "C", "C", "C", "C", "C", "C", "C", "C", "H", "H", "H", "H", "H", "H", "H", "H", "H", "H", "H", "H", "H", "H", "H", "H", "H", "H", "H", "H", "H", "H", "C", "N", "C", "C", "N", "H", "H", "H", "H", "H", "H"], "positions_angstrom": [[-0.15, 0.09, -0.05], [-1.45, -0.57, 2.08], [-2.57, -1.01, 0.82], [-2.16, -0.60, -0.44], [-2.98, -0.90, -1.52], [-2.46, -0.38, -3.07], [-4.18, -1.59, -1.35], [-5.18, -1.96, -2.69], [-4.55, -2.00, -0.06], [-6.01, -2.87, 0.16], [-3.75, -1.71, 1.04], [-4.19, -2.23, 2.61], [0.79, 0.36, -2.12], [1.65, 1.57, -2.13], [3.33, 1.20, -1.48], [3.28, 1.07, 0.37], [1.90, 0.89, 0.88], [4.00, 2.59, 1.06], [5.33, 2.93, 0.83], [5.86, 4.04, 1.47], [5.08, 4.80, 2.32], [3.75, 4.46, 2.54], [3.22, 3.35, 1.91], [4.32, -0.35, 0.82], [4.06, -0.88, 2.08], [4.73, -2.01, 2.51], [5.65, -2.62, 1.68], [5.94, -2.08, 0.44], [5.28, -0.94, 0.01], [1.81, 2.20, -3.82], [0.59, 2.49, -4.43], [0.56, 2.94, -5.73], [1.75, 3.10, -6.43], [2.96, 2.79, -5.83], [2.99, 2.33, -4.52], [1.00, 2.93, -1.10], [1.67, 4.16, -1.08], [1.24, 5.16, -0.22], [0.16, 4.94, 0.61], [-0.54, 3.74, 0.57], [-0.12, 2.74, -0.29], [4.05, 1.97, -1.78], [3.61, 0.24, -1.92], [5.94, 2.33, 0.18], [6.90, 4.31, 1.31], [5.50, 5.66, 2.82], [3.14, 5.04, 3.21], [2.19, 3.05, 2.08], [3.32, -0.40, 2.71], [4.52, -2.42, 3.49], [6.16, -3.52, 2.01], [6.68, -2.54, -0.20], [5.52, -0.52, -0.96], [-0.33, 2.33, -3.87], [-0.38, 3.17, -6.20], [1.73, 3.47, -7.44], [3.88, 2.89, -6.39], [3.94, 2.07, -4.07], [2.50, 4.32, -1.75], [1.77, 6.10, -0.19], [-0.16, 5.72, 1.29], [-1.40, 3.59, 1.19], [-0.71, 1.79, -0.38], [1.92, -5.05, 0.53], [1.86, -4.00, -0.47], [2.18, -4.37, -1.83], [1.30, -2.88, -0.18], [0.84, -1.87, 0.16], [2.93, -5.47, 0.54], [1.20, -5.84, 0.30], [1.69, -4.64, 1.51], [3.20, -4.76, -1.86], [2.11, -3.51, -2.48], [1.50, -5.15, -2.19]], "energy_ha": -4683.786691, "lumo_energy_ev": [-3.75, -3.74], "largest_force_ev_per_a": 2.1, "charge": 1, "e_homo_ev": [-11.0, -11.0]}